(w)
# C2H2O2S

2 unconnected molecules or ions with the total composition C2H2O2S (ωB97M-V/def2-TZVPD, OMol25).

Geometry (Å):
O -0.107 -0.362 1.553
C -1.184 0.107 1.304
S 0.814 -0.806 -2.085
H -1.901 -0.122 0.579
O 2.468 -0.439 -1.698
H -1.684 1.022 1.935
C 1.594 0.599 -1.588

Calculated values
lowest unoccupied orbital energy	-0.43	eV
HOMO	-9.93	eV
multiplicity	1
total charge	0
Kohn-Sham gap	0.349	Ha

For each atom in turn, the Löwdin charge in e is: O -0.008; C -0.161; S 0.809; H 0.042; O -0.428; H 0.114; C -0.368

***

(x)
# C2H2O2S

2 unconnected molecules or ions with the total composition C2H2O2S (ωB97M-V/def2-TZVPD, OMol25).

Geometry (Å):
C -1.705 -0.517 0.002
H -2.198 -1.395 0.381
H 0.717 1.227 -0.118
S 0.896 -1.121 0.067
O 2.686 0.776 0.061
C 1.528 0.483 -0.002
O -1.924 0.547 -0.391

Calculated values
lowest unoccupied orbital energy (spin up / spin down)	-1.28 / -1.29	eV
HOMO (spin up / spin down)	-9.41 / -9.41	eV
multiplicity	1
total charge	0
Kohn-Sham gap (spin up / spin down)	0.299 / 0.298	Ha

For each atom in turn, the Löwdin charge in e is: C -0.060; H 0.093; H 0.054; S 0.669; O -0.053; C -0.823; O 0.121

***

Of them, the most stable is (x) and the least stable is (w).

***

(w)
# C2H2O2S

2 unconnected molecules or ions with the total composition C2H2O2S (ωB97M-V/def2-TZVPD, OMol25).

Geometry (Å):
O 1.254 2.305 2.004
H -1.125 -1.289 -0.070
S 0.522 1.035 1.928
H -0.416 -1.706 -1.470
C 0.579 0.117 -0.435
C -0.405 -0.948 -0.757
O -0.410 0.486 -1.201

Calculated values
lowest unoccupied orbital energy (spin up / spin down)	-1.31 / -1.50	eV
HOMO (spin up / spin down)	-8.36 / -9.10	eV
multiplicity	1
total charge	0
Kohn-Sham gap (spin up / spin down)	0.259 / 0.279	Ha

For each atom in turn, the Löwdin charge in e is: O -0.638; H 0.074; S 0.781; H 0.073; C -0.153; C -0.119; O -0.017

***

(x)
# C2H2O2S

A single C2H2O2S molecule (ωB97M-V/def2-TZVPD, OMol25).

Geometry (Å):
H 0.398 -1.668 0.248
O 0.181 1.864 -0.080
S 1.287 -0.628 -0.003
C -1.362 0.106 0.090
H -2.191 0.792 0.244
O -1.522 -1.103 -0.109
C 0.019 0.701 0.088

Calculated values
lowest unoccupied orbital energy	-1.08	eV
HOMO	-10.23	eV
multiplicity	1
total charge	0
Kohn-Sham gap	0.336	Ha

For each atom in turn, the Löwdin charge in e is: H -0.091; O 0.069; S 0.803; C -0.191; H 0.131; O 0.000; C -0.721

***

Of them, the most stable is (x) and the least stable is (w).

***

(w)
# C2H7NS2

A single C2H7NS2 molecule (ωB97M-V/def2-TZVPD, OMol25).

Geometry (Å):
H -0.821 2.579 -0.374
H 1.168 -0.200 -1.125
N 1.133 -2.303 -1.292
S 0.107 1.969 0.377
C 0.857 -1.083 -0.564
H -1.200 -0.764 -1.266
C -0.683 -0.921 -0.319
H 1.687 -3.006 -0.844
H 1.298 -1.007 0.429
H 0.366 -2.584 -1.868
S -0.986 0.338 0.946
H -0.989 -1.880 0.084

Calculated values
lowest unoccupied orbital energy	0.62	eV
HOMO	-8.61	eV
multiplicity	1
total charge	0
Kohn-Sham gap	0.339	Ha

For each atom in turn, the Löwdin charge in e is: H -0.197; H 0.067; N -0.011; S 0.323; C -0.376; H 0.072; C -0.570; H 0.061; H 0.093; H 0.057; S 0.415; H 0.065

***

(x)
# C2H7NS2

2 unconnected molecules or ions with the total composition C2H7NS2 (ωB97M-V/def2-TZVPD, OMol25).

Geometry (Å):
H 1.486 -0.497 0.931
C -0.431 -0.187 0.096
H -0.420 -1.845 -0.246
S 1.467 0.201 -1.659
S -2.137 -0.077 0.614
N -0.073 0.566 -0.979
H -0.770 0.550 -1.706
H -2.363 0.106 -0.645
H 0.530 0.855 1.607
C 0.500 -0.156 1.150
H 0.240 -0.849 2.091
H 1.971 1.333 -1.256

Calculated values
lowest unoccupied orbital energy	0.53	eV
HOMO	-8.28	eV
multiplicity	1
total charge	0
Kohn-Sham gap	0.324	Ha

For each atom in turn, the Löwdin charge in e is: H 0.034; C -1.009; H 0.155; S 0.783; S 0.782; N -0.451; H 0.053; H -0.167; H 0.097; C -0.257; H 0.131; H -0.150

***

(y)
# C2H7NS2

2 unconnected molecules or ions with the total composition C2H7NS2 (ωB97M-V/def2-TZVPD, OMol25).

Geometry (Å):
H -3.641 0.159 5.057
C -2.605 -0.716 3.550
H -0.910 -1.580 2.778
H -0.934 -0.006 2.564
H 2.460 1.699 -3.038
S 1.826 -0.384 -1.677
H 0.662 -0.098 -1.083
N -1.545 -0.806 2.652
C -2.924 0.349 4.277
H -2.514 1.318 4.029
H -3.169 -1.624 3.702
S 1.441 0.875 -3.307

Calculated values
lowest unoccupied orbital energy	0.18	eV
HOMO	-8.46	eV
multiplicity	1
total charge	0
Kohn-Sham gap	0.317	Ha

For each atom in turn, the Löwdin charge in e is: H 0.038; C -0.311; H 0.076; H 0.076; H -0.220; S 0.218; H -0.223; N 0.011; C -0.031; H 0.048; H 0.095; S 0.223

***

Of them, the most stable is (w) and the least stable is (x).